No. 1
Density functional theory data (wB97M-V/def2-TZVPD) for a structure of composition C5H6O in a non-equilibrium geometry.

Each line ends with the natural charge from an NBO analysis.
CARTESIAN COORDINATES (ANGSTROEM)
C  -1.004  0.322  0.580  -0.3917
C  -0.514  -0.887  -0.258  0.0224
O  -0.526  -0.099  -1.462  -0.5068
C  -0.054  0.951  -0.609  0.0487
C  1.280  0.396  -0.086  -0.2304
C  0.951  -0.870  0.171  -0.2071
H  -2.103  0.372  0.680  0.2126
H  -0.567  0.389  1.582  0.1975
H  -1.073  -1.813  -0.374  0.2034
H  -0.002  1.915  -1.138  0.2092
H  2.174  0.960  0.155  0.2214
H  1.438  -1.635  0.758  0.2207

Summary:
**Orbital gap**: 10.54 eV
**Relative energy (zero: lowest compared OMol25 entry of this formula, charge and spin)**: 64.72 kcal per mole
**LUMO level**: 0.042 Eh
**E_HOMO**: -9.4 eV

---

No. 2
Density functional theory data (wB97M-V/def2-TZVPD) for an isolated molecule of C4H10N2O.

Each line ends with the natural charge from an NBO analysis.
CARTESIAN COORDINATES (ANGSTROEM)
C  -0.863  1.007  1.837  -0.4099
N  -1.502  0.109  0.888  -0.6929
C  -1.017  0.183  -0.458  0.7883
O  -1.702  0.640  -1.352  -0.5952
N  0.286  -0.203  -0.686  -0.4496
C  0.844  0.062  -1.999  -0.4097
C  1.036  -1.114  0.148  -0.4065
H  0.226  0.880  1.953  0.1649
H  -1.048  2.042  1.528  0.2059
H  -1.326  0.868  2.817  0.2067
H  -1.643  -0.830  1.226  0.3772
H  1.923  0.226  -1.901  0.1924
H  0.373  0.960  -2.399  0.2378
H  0.677  -0.759  -2.710  0.1913
H  0.580  -1.199  1.133  0.2112
H  1.094  -2.118  -0.297  0.1903
H  2.063  -0.755  0.273  0.1979

Summary:
**Orbital gap**: 9.99 eV
**Relative energy (zero: lowest compared OMol25 entry of this formula, charge and spin)**: 30.87 kcal per mole
**LUMO level**: 0.028 Eh
**E_HOMO**: -9.2 eV
**SMILES**: CNC(=O)N(C)C

---

E_HOMO of number 1 (C5H6O)? -9.4 eV

---

Look up the relative energy (zero: lowest compared OMol25 entry of this formula, charge and spin) of the first one. 64.72 kcal per mole

---

Copy entry 1 word for word.
Density functional theory data (wB97M-V/def2-TZVPD) for a structure of composition C5H6O in a non-equilibrium geometry.

Each line ends with the natural charge from an NBO analysis.
CARTESIAN COORDINATES (ANGSTROEM)
C  -1.004  0.322  0.580  -0.3917
C  -0.514  -0.887  -0.258  0.0224
O  -0.526  -0.099  -1.462  -0.5068
C  -0.054  0.951  -0.609  0.0487
C  1.280  0.396  -0.086  -0.2304
C  0.951  -0.870  0.171  -0.2071
H  -2.103  0.372  0.680  0.2126
H  -0.567  0.389  1.582  0.1975
H  -1.073  -1.813  -0.374  0.2034
H  -0.002  1.915  -1.138  0.2092
H  2.174  0.960  0.155  0.2214
H  1.438  -1.635  0.758  0.2207

Summary:
**Orbital gap**: 10.54 eV
**Relative energy (zero: lowest compared OMol25 entry of this formula, charge and spin)**: 64.72 kcal per mole
**LUMO level**: 0.042 Eh
**E_HOMO**: -9.4 eV